No. 1
ORCA calculation (wB97M-V/def2-TZVPD) on a gas-phase ion, C20H20Cl2NO5S (charge -1).

## Properties
**M**: 457.36 g mol⁻¹
**Lowest unoccupied orbital energy**: 1.5 eV
**HOMO**: -3.9 eV
**Maximum force**: 0.0574 Eh/bohr
**Frontier orbital gap**: 5.384 eV
**SMILES**: CC(C)(C)/C([O-])=C/[C@H](c1ccc([N+](=O)[O-])cc1)[C@@H](Cl)S(=O)(=O)c1ccc(Cl)cc1

The geometry in ORCA input format:
```
! RIJCOSX wB97M-V def2-TZVPD def2/J DEFGRID3
* xyz -1 1
Cl 4.37 2.04 5.08
Cl -2.74 1.81 -0.55
S -0.85 2.51 1.51
O 1.81 0.97 -0.96
O -5.71 -4.08 -0.04
O -5.01 -4.45 2.01
O -1.90 2.06 2.41
O -0.85 3.86 0.97
N -4.91 -3.87 0.91
C 0.66 2.87 3.82
C -0.70 -0.04 0.01
C 0.69 2.37 2.52
C 1.86 1.88 1.97
C 3.02 1.78 2.76
C 1.81 2.78 4.61
C -2.77 -1.32 -0.71
C -3.75 -2.30 -0.53
C -2.95 -2.65 1.74
C -1.87 -1.00 0.32
C -1.99 -1.66 1.55
C 1.87 -0.33 -2.97
C 0.04 -0.54 -1.19
C -1.07 1.43 -0.10
C 3.25 0.32 -3.06
C -3.86 -2.94 0.71
C 1.24 0.07 -1.61
C 0.99 0.20 -4.09
C 1.99 -1.84 -3.07
C 2.98 2.20 4.09
H 3.94 1.39 2.34
H -0.01 -0.27 -4.09
H 1.81 3.17 5.63
H -3.06 -3.16 2.69
H 1.45 0.00 -5.07
H -0.25 3.32 4.20
H 3.87 -0.01 -2.22
H 3.16 1.41 -3.00
H -2.72 -0.80 -1.67
H 1.00 -2.32 -3.08
H 0.85 1.29 -4.01
H 2.52 -2.11 -3.99
H -0.37 1.97 -0.75
H 1.90 1.57 0.93
H -0.30 -1.43 -1.73
H -1.32 -1.38 2.37
H -4.46 -2.53 -1.32
H 0.03 -0.08 0.84
H 3.74 0.06 -4.00
H 2.55 -2.22 -2.21
*
```


No. 2
ORCA calculation (wB97M-V/def2-TZVPD) on a molecular structure, C20H20ClF4N3O5Tc.

## Properties
**ΔE to the lowest compared entry with this formula, charge and spin**: 12.4 kcal per mole
**M**: 591.84 g mol⁻¹
**Lowest unoccupied orbital energy (spin up / spin down)**: -6.2 / -6.5 eV
**HOMO (spin up / spin down)**: -14.4 / -14.3 eV
**Maximum force**: 0.0041 Eh/bohr
**Frontier orbital gap (spin up / spin down)**: 8.254 / 7.728 eV

The geometry in ORCA input format:
```
! RIJCOSX wB97M-V def2-TZVPD def2/J DEFGRID3
* xyz 2 2
Tc -0.36 -0.29 -4.90
Cl -0.53 -2.73 -5.44
F 0.10 -0.02 -7.04
F 1.83 -0.09 -8.37
F 0.10 -3.23 1.16
F 1.54 1.62 -7.07
O 3.42 -0.64 -6.17
O -0.66 -0.63 -2.97
O -0.83 1.51 -4.70
O 1.54 -0.64 -4.95
O -1.14 3.46 -3.70
N -0.40 2.12 0.05
N 0.90 -2.23 5.94
N 0.44 -1.40 3.27
C 1.48 0.31 -7.18
C -0.57 2.51 -1.21
C -0.26 0.77 0.35
C -0.65 1.65 -2.28
C -0.56 -1.12 4.29
C 0.02 -1.92 0.89
C -0.55 0.27 -2.05
C -0.34 -0.17 -0.69
C -1.22 4.30 1.08
C 0.11 -0.98 5.65
C -0.30 3.13 1.10
C 1.89 -2.53 4.84
C 2.27 -0.40 -6.04
C -1.40 3.23 2.11
C -1.85 -1.54 -5.49
C 0.01 0.34 1.65
C -0.20 -1.53 -0.40
C 1.15 -2.64 3.52
C -0.89 2.30 -3.61
C 0.16 -1.00 1.95
H -0.29 -2.27 -1.18
H 0.26 -3.02 6.03
H -2.23 -1.45 -6.51
H -0.61 -0.85 6.45
H 1.89 -2.81 2.74
H -1.97 4.35 0.29
H 0.13 1.07 2.44
H -0.81 5.25 1.37
H -1.08 -0.20 4.07
H 0.82 -0.16 5.65
H 2.61 -1.71 4.84
H -2.60 -1.79 -4.75
H -0.66 3.57 -1.39
H -1.13 3.45 3.14
H 1.38 -2.14 6.83
H 0.49 -3.51 3.54
H -1.32 -1.92 4.34
H 0.73 3.28 1.42
H -2.25 2.57 1.99
H 2.40 -3.46 5.10
*
```


No. 3
ORCA calculation (wB97M-V/def2-TZVPD) on C20H20ClN3O2 in the gas phase.

## Properties
**ΔE to the lowest compared entry with this formula, charge and spin**: 101.5 kcal per mole
**M**: 369.85 g mol⁻¹
**Lowest unoccupied orbital energy**: 0.5 eV
**HOMO**: -7.7 eV
**Maximum force**: 0.0620 Eh/bohr
**Frontier orbital gap**: 8.207 eV
**SMILES**: COc1cc2c(cc1OC)-c1n[nH]c(NCc3c(C)cccc3Cl)c1C2

The geometry in ORCA input format:
```
! RIJCOSX wB97M-V def2-TZVPD def2/J DEFGRID3
* xyz 0 1
Cl 3.27 3.69 1.78
O 0.57 -5.80 -0.64
O -1.96 -5.12 0.43
N -0.73 1.73 -0.39
N 1.68 2.32 -1.03
N -1.51 0.59 -0.12
C -0.55 -1.77 -0.37
C -0.59 -0.36 -0.34
C -1.11 -4.11 -0.01
C 0.95 4.63 2.73
C -1.04 5.12 1.36
C -1.52 -2.74 0.08
C 0.15 -4.49 -0.52
C -0.39 5.06 2.62
C 0.71 -2.15 -0.80
C 0.60 1.49 -0.73
C 1.70 3.78 -0.94
C -1.08 4.80 -1.17
C -0.35 4.72 0.21
C -0.27 -6.72 -1.38
C 1.63 4.23 1.58
C -1.78 -5.61 1.77
C 0.99 4.26 0.31
C 0.62 0.14 -0.77
C 1.05 -3.49 -0.83
C 1.59 -0.95 -1.10
H -2.53 -2.50 0.45
H 2.57 1.87 -0.92
H 0.29 -7.46 -1.91
H -0.88 4.01 -1.87
H -2.15 4.73 -0.98
H 2.76 4.07 -0.90
H -2.02 5.49 1.29
H -0.77 -6.17 -2.21
H -0.83 -5.24 2.16
H 1.87 -0.94 -2.15
H -0.81 5.75 -1.68
H -1.14 2.68 -0.28
H 1.41 4.58 3.73
H -1.01 -7.14 -0.72
H -1.82 -6.68 1.86
H 1.33 4.23 -1.88
H -0.91 5.37 3.51
H -2.62 -5.23 2.39
H 2.10 -3.74 -1.11
H 2.53 -0.92 -0.49
*
```


No. 4
ORCA calculation (wB97M-V/def2-TZVPD) on a molecular structure, C20H20IrN11O7S2.

## Properties
**ΔE to the lowest compared entry with this formula, charge and spin**: 0.0 kcal per mole
**M**: 782.80 g mol⁻¹
**Lowest unoccupied orbital energy (spin up / spin down)**: -4.5 / -6.9 eV
**HOMO (spin up / spin down)**: -11.8 / -11.9 eV
**Maximum force**: 0.0040 Eh/bohr
**Frontier orbital gap (spin up / spin down)**: 7.290 / 4.972 eV

The geometry in ORCA input format:
```
! RIJCOSX wB97M-V def2-TZVPD def2/J DEFGRID3
* xyz 1 6
Ir 0.15 0.11 0.97
S 2.67 0.56 0.45
S 1.30 0.71 3.02
O -5.06 -5.38 0.79
O -4.06 -0.56 -2.98
O -3.69 0.95 -1.49
O -6.05 -4.53 -0.93
O -1.80 -0.11 0.07
O -1.12 -1.05 2.54
O -1.38 -3.17 2.76
N -3.80 -0.20 -1.85
N 4.09 1.43 5.30
N 1.08 -3.84 -0.59
N -5.22 -4.52 -0.05
N -0.76 3.64 -1.68
N -1.64 -2.14 2.18
N 0.49 -1.81 -0.13
N 6.16 1.23 1.40
N -2.02 4.02 0.36
N 0.32 4.60 0.26
N -0.34 2.26 0.28
C 1.79 -3.01 1.66
C -0.41 2.32 -1.23
C 0.01 -2.13 -1.38
C 0.37 -3.39 -1.68
C -0.99 4.96 0.79
C -1.68 2.69 0.82
C -2.58 -2.16 1.10
C -4.34 -3.34 0.02
C 4.00 1.07 2.76
C -2.62 -1.10 0.15
C -2.06 4.01 -1.11
C 1.14 -2.87 0.34
C 2.74 0.81 2.11
C -3.41 -3.27 1.03
C 4.05 1.26 4.16
C 0.67 3.29 0.72
C -3.63 -1.25 -0.84
C -4.46 -2.34 -0.93
C 0.25 4.59 -1.21
C 5.19 1.15 2.01
H 1.64 3.00 0.31
H -1.62 2.68 1.91
H 0.57 2.03 -1.62
H 0.21 -4.00 -2.55
H -0.55 -1.42 -1.98
H -1.26 5.96 0.45
H -3.34 -4.05 1.77
H -5.19 -2.41 -1.72
H 1.22 4.32 -1.62
H -0.01 5.59 -1.56
H -1.17 1.60 -1.55
H -0.95 4.97 1.88
H -2.82 3.30 -1.45
H 1.07 -3.36 2.41
H 0.71 3.27 1.81
H -2.43 1.98 0.48
H 2.61 -3.71 1.62
H 2.17 -2.05 2.00
H -2.33 5.01 -1.46
H 1.49 -4.76 -0.48
*
```